[1]
Here is C57H43CdCl2OP2S2 as an isolated structure at a distorted geometry from the OMol25 dataset. Energies are from ωB97M-V with the def2-TZVPD basis set.

XYZ file:
```
108
Properties=species:S:1:pos:R:3:forces:R:3
Cd 0.333400 -0.444800 -0.112400 1.3 -0.2 0.0
Cl -0.076700 -3.382300 -0.284400 -0.2 -0.1 0.2
Cl 1.599600 -5.044800 -1.952200 0.1 -0.7 -0.5
S 3.385700 -2.140900 1.038200 0.6 -0.5 0.1
S -1.314700 2.573700 1.655200 0.1 0.2 0.1
P -2.220000 1.726700 -0.974100 -0.8 -0.8 -0.9
P 0.354600 0.271100 2.561200 1.0 -1.3 0.0
O -2.225400 3.665300 1.235500 -0.5 0.8 0.0
C 2.371500 -0.739600 1.162200 -1.2 -0.1 -0.5
C 4.324500 0.882200 1.478300 0.2 0.0 0.3
C 2.901900 0.656100 1.309800 0.0 0.6 -0.5
C -2.354400 0.157100 -1.850000 0.4 0.3 1.2
C -3.310300 2.838100 -1.978300 0.0 0.1 0.3
C 0.542300 3.537100 -3.440000 0.7 0.4 0.1
C 1.185600 -0.199000 -4.464800 -0.5 0.0 0.3
C -0.299800 1.907100 6.834900 0.1 -0.4 -0.2
C 0.110300 0.036100 -2.213300 -0.5 -1.2 0.5
C 0.228600 3.019700 0.776800 0.1 0.1 1.0
C -0.084700 0.848500 4.233600 0.2 -0.1 0.7
C 0.011500 0.577400 6.671800 -0.2 0.6 0.6
C -2.222800 -2.868600 2.537300 -0.2 -0.1 0.0
C -1.256300 -0.326900 -2.749300 -0.1 0.9 -0.9
C 2.437000 4.224300 -0.457200 -0.1 0.0 0.2
C 3.439400 4.843600 -1.394600 0.2 0.1 0.0
C 0.273800 3.008700 -0.640000 0.0 0.0 -0.9
C -3.276400 4.194500 -1.661400 -0.1 0.1 0.0
C -1.418400 -1.796700 -3.035400 0.3 -0.3 -0.1
C 2.858500 4.611800 -2.811400 0.1 0.0 -0.2
C 3.667700 0.075600 -3.284000 0.4 0.1 -0.1
C -2.515000 -2.505100 -2.686900 0.2 0.2 -0.1
C 1.229500 0.021300 -3.055300 0.9 0.2 -0.5
C 5.016600 0.322900 2.493600 0.2 0.4 -0.6
C -0.565100 2.685700 5.696600 0.0 0.0 -0.1
C 2.986800 -0.321500 3.660200 0.3 0.1 0.1
C -0.898300 3.098400 3.364300 -0.2 0.5 -0.2
C 0.493100 -2.571500 3.036900 0.1 0.2 0.0
C 2.169300 -0.049300 2.498600 -0.8 0.6 0.4
C -4.873800 3.322500 -3.742700 -0.1 0.1 -0.2
C -0.436400 2.769300 8.063600 0.0 0.0 0.2
C -1.234400 4.874200 5.013400 0.2 -0.1 0.9
C 1.261100 3.572300 1.505100 -0.3 -0.1 -0.1
C -0.278300 -1.451200 2.739200 -0.2 0.1 -0.2
C -0.847700 4.164900 7.524500 -0.1 0.2 0.1
C -1.447200 -3.979500 2.833400 -0.1 0.0 0.1
C 2.326200 -0.334100 -5.216500 0.2 -0.1 -0.3
C -4.142100 2.407000 -3.005400 0.2 -0.2 0.1
C -1.252100 4.392100 3.702300 0.2 -0.5 -0.7
C 1.386600 3.666200 -1.208100 0.0 -0.1 0.3
C -0.093500 -3.824700 3.078400 0.0 -0.1 0.2
C 2.538400 0.224900 -2.525200 -0.4 0.1 0.3
C -1.642100 -1.615700 2.486800 0.1 0.2 0.0
C 1.548800 3.906300 -2.579200 -0.3 -0.1 -0.3
C -0.669300 2.486200 -1.580000 -0.2 1.0 -0.3
C -0.507300 2.195200 4.378000 0.1 -0.3 0.6
C 3.586200 -0.237100 -4.639300 0.0 0.1 0.0
C -0.555900 2.860600 -2.922700 -0.1 -0.6 0.7
C -3.571700 -1.935700 -1.941300 -0.8 -0.3 0.2
C -0.905000 4.005200 6.026600 -0.1 0.3 -0.3
C -3.416300 -0.638200 -1.478300 0.1 -0.1 -0.2
C 2.383200 4.169100 0.907000 0.2 0.1 -0.3
C -4.012100 5.104700 -2.393100 0.0 0.2 0.0
C 4.337800 -0.256400 3.605700 -0.5 -0.3 0.4
C -4.800900 4.672800 -3.449200 -0.2 0.1 -0.1
C 0.119600 0.071300 5.376300 -0.2 0.3 -1.1
C 1.485500 -3.517700 -1.102300 0.3 0.6 0.1
H -1.493300 5.906200 5.211000 -0.1 0.1 0.0
H 4.481300 -0.386200 -5.227600 0.0 0.0 0.0
H -0.599700 -2.273100 -3.563700 0.0 -0.1 0.0
H -2.669200 4.515200 -0.828000 0.1 0.1 0.1
H 4.926500 -0.564900 4.460500 0.0 0.0 0.1
H -3.277100 -2.984000 2.329700 -0.1 0.0 -0.1
H 2.635200 0.494800 -1.477300 0.0 -0.2 0.0
H 4.822100 1.481900 0.724100 0.1 0.0 0.0
H -1.191100 2.371300 8.749700 0.1 0.0 0.0
H 0.184500 -0.068700 7.524200 0.0 0.0 0.0
H -4.165000 -0.202800 -0.820700 -0.1 -0.1 0.1
H 1.562700 -2.704400 -1.829100 -0.1 -0.2 0.1
H 4.639300 0.195000 -2.820300 0.0 0.0 0.1
H 4.416300 4.366400 -1.289300 0.0 0.1 0.0
H 0.506500 2.821700 8.618500 -0.1 0.0 0.0
H 3.525200 3.980300 -3.405900 0.0 0.1 0.0
H 3.569300 5.908100 -1.180100 0.0 0.0 0.0
H 3.162900 4.583100 1.531400 0.1 0.0 0.0
H -1.567600 5.041500 2.899500 -0.1 0.0 -0.1
H -4.445100 -2.521300 -1.686800 0.0 0.0 0.1
H 1.205400 3.553700 2.584100 0.1 0.0 0.0
H 1.557000 -2.479500 3.199800 0.1 0.0 -0.1
H -3.967000 6.158500 -2.148900 0.0 0.1 0.0
H 2.717500 5.551600 -3.354200 0.0 -0.1 0.0
H 0.358500 -0.975900 5.246500 0.1 0.0 0.0
H -0.126800 4.935700 7.814800 -0.1 0.0 0.0
H -1.334500 0.214300 -3.712700 0.0 0.1 -0.3
H -5.497800 2.982300 -4.561200 0.0 0.0 0.0
H 0.517600 -4.692600 3.289400 0.1 0.0 0.0
H 2.285600 -3.433300 -0.341200 -0.4 0.0 -0.3
H 2.499100 -0.609200 4.582400 0.0 0.0 0.1
H 0.589700 3.766600 -4.496800 0.0 0.0 -0.1
H 2.239200 -0.535000 -6.279000 0.0 0.0 0.0
H -4.197000 1.351500 -3.235900 0.1 -0.1 0.0
H -1.820600 4.471200 7.920600 0.1 0.0 0.0
H -2.240700 -0.741800 2.243200 0.0 -0.1 -0.1
H 6.095500 0.410700 2.535900 0.1 0.0 0.0
H -1.898000 -4.962500 2.856500 0.0 -0.1 0.0
H -5.360900 5.388300 -4.039200 0.0 0.0 0.0
H -1.338400 2.558600 -3.605400 -0.1 0.0 0.0
H 0.228800 -0.291800 -4.958700 -0.1 -0.1 0.0
H -2.579100 -3.554800 -2.956000 0.1 0.0 0.0
H 2.372400 1.448900 0.778600 0.1 -0.2 0.1
```
Positions in Å, forces in eV/Å.

Summary:
- F_max: 0.03278 hartree/bohr
- Multiplicity: 2
- HOMO-LUMO gap (spin up / spin down): 3.9177 / 3.8987 eV
- Total charge: -2

[2]
Here is C57H44ClEuN6O8S as an isolated structure at a distorted geometry from the OMol25 dataset. Energies are from ωB97M-V with the def2-TZVPD basis set.

XYZ file:
```
118
Properties=species:S:1:pos:R:3:forces:R:3
Eu 1.197922 1.707332 -0.780746 1.9 -3.5 -0.7
Cl 2.019715 1.725130 -3.321976 -0.2 0.1 -0.3
S 6.504994 2.412952 -0.990152 -1.0 -0.5 0.1
O 0.491696 -8.059663 0.052615 0.1 0.5 -0.4
O 0.722794 3.809739 -1.142067 -0.4 0.7 -2.3
O -6.264522 5.954216 2.342759 0.6 -0.1 0.0
O 1.599209 3.405610 0.746452 1.1 -0.7 0.9
O 3.389644 2.623944 3.082025 0.3 0.1 0.2
O -5.078645 0.508375 -7.561717 0.5 -0.1 0.2
O 2.426176 -3.341860 7.468728 0.1 0.5 -0.5
O 0.241091 5.013721 0.531581 -0.7 1.0 0.4
N 0.825656 4.070996 0.055499 0.1 3.6 1.6
N -1.099597 1.701814 -1.124109 -0.8 0.2 0.0
N 0.140981 1.386669 1.547254 -0.5 0.0 -0.1
N 1.730100 -1.779330 1.216549 -0.6 -0.7 -1.0
N 0.386020 -0.624158 -2.070505 -0.3 0.4 -0.2
N 4.242594 -0.958258 -1.029405 -1.3 0.2 0.9
C 1.371049 -5.004720 -1.714611 0.0 0.0 0.1
C -7.532793 5.469895 1.996540 -0.2 -0.1 0.0
C -0.449018 -0.420569 -3.133953 0.2 0.0 0.5
C 4.957906 1.406817 -1.026418 0.3 1.4 0.3
C -0.514839 -1.610793 -3.936848 0.2 -0.4 0.0
C 5.544610 3.807382 -0.798912 0.0 0.4 -0.1
C 2.005083 -1.765350 -0.061881 0.5 0.7 0.7
C -0.132155 1.573982 3.828614 -0.4 0.3 0.1
C 0.495299 -5.714350 0.809145 -0.1 -0.5 0.1
C 0.790137 -1.922596 -2.145513 0.1 -0.2 0.7
C 2.989467 0.117684 0.885458 -0.1 -0.6 0.6
C -2.468083 2.788214 -2.596711 -0.1 0.4 0.3
C 2.193498 -0.583115 1.740011 0.6 1.1 -0.6
C 0.841041 -2.041957 6.101194 0.0 -0.3 0.5
C 2.115183 -2.500050 6.408388 0.1 -0.1 0.1
C -2.259874 0.602635 -4.462134 -0.3 0.1 -0.2
C 0.728071 -4.387741 0.500201 0.0 0.2 -0.2
C -4.580039 0.618446 -5.171391 -0.3 0.0 -0.2
C -6.420320 0.780307 -7.262057 -0.2 0.0 0.0
C -1.705813 2.920701 0.923792 0.1 -0.3 -0.3
C -3.623168 0.647873 -4.175644 0.2 -0.1 -0.1
C 6.364434 -0.370328 -1.932789 -0.8 0.4 0.5
C 0.640599 -1.226090 5.002500 0.2 0.1 -0.4
C -2.831695 0.452089 -6.804560 -0.3 0.0 -0.2
C 3.183178 -2.113289 5.601385 0.0 -0.2 0.3
C 1.371456 -4.019422 8.088814 -0.2 -0.1 0.1
C 1.123400 -6.328849 -1.417897 0.0 -0.3 0.1
C -1.554136 1.703239 -2.411862 0.2 -0.6 0.0
C 3.825846 2.176231 -0.863553 0.0 -0.3 0.0
C 0.566676 0.903030 2.754701 0.6 -0.5 0.1
C -0.852900 2.290283 1.826302 -0.1 -0.4 -0.2
C 0.688001 -6.699935 -0.150137 0.0 -0.2 0.0
C 4.437496 -2.212443 -1.490892 0.6 -1.8 -0.7
C 4.207502 3.549919 -0.778418 0.4 0.2 0.1
C 6.575370 -1.651053 -2.369103 0.9 -0.1 -0.3
C 1.694271 -0.855176 4.160632 0.1 -0.3 0.6
C 5.564752 -2.601264 -2.148964 -1.0 -0.1 0.4
C -4.126202 3.159353 1.231995 0.2 0.1 0.2
C -2.597906 3.406125 -1.386698 -0.1 0.0 -0.5
C -1.882653 0.495629 -5.800464 -0.1 0.1 0.1
C -1.310842 0.663241 -3.336008 0.1 0.3 0.5
C 1.411023 -2.581191 -1.056591 -0.6 0.1 -0.7
C 2.975547 -1.320982 4.497418 -0.2 0.1 0.0
C -4.189401 0.526790 -6.499860 0.0 0.0 -0.1
C 0.098799 -8.470428 1.330839 -0.1 0.0 0.2
C 2.952981 -0.605736 -0.440024 0.0 0.4 0.4
C 1.522434 -0.098560 2.940918 -0.4 0.8 -0.4
C -1.000057 2.434477 3.253976 0.2 -0.2 0.4
C -1.751577 2.703714 -0.474039 -0.2 -0.5 0.2
C -2.768677 4.992645 1.947694 -0.1 -0.1 -0.1
C -5.274944 3.863649 1.541262 -0.4 0.1 0.1
C -2.860437 3.711005 1.413542 -0.1 0.0 0.1
C 5.172439 0.032239 -1.295705 1.9 0.1 -0.9
C 1.156798 -3.993696 -0.770705 0.2 -0.5 0.1
C 0.234340 -2.548705 -3.311096 -0.3 0.0 -0.4
C -5.174358 5.152998 2.044244 0.0 0.2 0.0
C -3.913042 5.705900 2.255629 -0.3 0.1 0.1
H 3.809299 -1.037434 3.871455 0.1 0.0 -0.1
H 2.920504 3.047528 2.354384 -0.1 0.0 -0.1
H 0.769232 -4.577910 7.361767 0.0 0.0 0.1
H -2.536948 0.369779 -7.841418 0.0 0.0 -0.1
H -5.621558 0.662717 -4.887259 0.0 0.0 -0.1
H -0.013111 -2.328679 6.698606 0.0 0.0 0.1
H 3.631107 -2.901358 -1.289093 0.2 -0.1 -0.1
H 3.502818 4.367880 -0.698782 -0.1 0.0 0.0
H -6.234378 3.396285 1.374456 -0.1 0.0 0.0
H 0.053922 1.422331 4.876352 0.0 0.0 0.1
H -6.944571 0.827247 -8.216742 0.0 0.0 0.1
H -1.093307 -1.725737 -4.833096 -0.1 -0.1 -0.1
H 0.714327 -3.341468 8.646973 0.0 0.0 0.0
H 4.171690 -2.461140 5.860861 0.1 -0.1 0.0
H 1.764086 -4.759799 -2.689813 0.0 0.1 0.0
H 6.040665 4.759913 -0.725066 -0.1 0.2 0.0
H 1.277426 -7.102784 -2.157001 0.1 0.0 0.0
H -6.873402 -0.010647 -6.651320 0.0 0.1 0.0
H -1.792501 5.437830 2.071882 0.1 0.0 0.0
H 7.109601 0.388360 -2.112372 0.0 0.0 -0.1
H 1.834278 -4.714359 8.792021 -0.1 0.0 -0.1
H -0.360958 -0.909265 4.753384 -0.1 0.0 0.0
H -3.852777 6.710697 2.648163 0.0 0.1 0.0
H 0.845197 -8.202678 2.088406 -0.1 0.0 0.0
H -4.208334 2.161861 0.822703 0.0 0.0 0.0
H 3.606899 0.954936 1.159416 -0.2 0.1 -0.2
H 2.467687 -0.000983 -1.226713 0.3 -0.6 -0.1
H -2.939719 3.065717 -3.522262 0.0 0.0 -0.1
H 0.005487 -9.557220 1.285668 0.0 0.1 0.0
H -8.236832 6.267769 2.235371 0.0 -0.1 0.0
H -1.686666 3.110905 3.730711 -0.1 0.0 0.1
H 5.665033 -3.614161 -2.503815 -0.1 -0.2 0.1
H 0.383666 -3.563377 -3.619743 0.0 -0.2 -0.1
H -7.802661 4.576170 2.572787 0.0 0.0 -0.1
H -3.939344 0.703490 -3.144620 0.0 0.0 0.1
H -3.205066 4.262283 -1.155598 0.0 0.1 0.0
H -7.600067 5.238562 0.926547 0.0 0.0 0.1
H 0.586120 -3.621210 1.244945 -0.1 -0.1 0.1
H 7.482477 -1.908796 -2.895144 0.1 0.0 0.0
H -6.525253 1.740302 -6.741807 0.0 -0.1 0.0
H 0.159990 -5.967611 1.804631 0.0 0.0 0.1
H -0.867134 -8.036881 1.614170 0.0 0.0 0.0
H 2.866270 1.840778 3.285113 -0.1 0.0 -0.1
H -0.832779 0.464820 -6.051651 0.1 0.0 0.0
```
Positions in Å, forces in eV/Å.

Summary:
- F_max: 0.07759 hartree/bohr
- Multiplicity: 7
- HOMO-LUMO gap (spin up / spin down): 3.3812 / 4.8461 eV
- Total charge: -2